1.
{"formula": "C11H15N4O", "method": "ωB97M-V/def2-TZVPD", "species": ["C", "C", "C", "C", "O", "C", "N", "N", "C", "N", "C", "C", "C", "C", "C", "N", "H", "H", "H", "H", "H", "H", "H", "H", "H", "H", "H", "H", "H", "H", "H"], "coordinates": [[-2.902, 2.725, 0.875], [-1.433, 3.182, 0.913], [-0.431, 2.025, 0.959], [-0.715, 0.904, -0.039], [-1.148, -0.335, 0.616], [-0.239, -1.021, 1.228], [-0.190, -1.245, 2.536], [0.805, -2.064, 2.882], [1.405, -2.329, 1.769], [0.790, -1.705, 0.716], [1.100, -1.760, -0.704], [2.317, -1.255, -1.141], [2.571, -1.332, -2.508], [1.599, -1.895, -3.333], [0.414, -2.355, -2.757], [0.160, -2.304, -1.449], [-3.550, 3.410, 1.403], [-2.997, 1.729, 1.302], [-3.228, 2.630, -0.156], [-1.204, 3.789, 0.046], [-1.287, 3.772, 1.811], [0.557, 2.420, 0.733], [-0.355, 1.601, 1.959], [-1.527, 1.144, -0.709], [0.158, 0.717, -0.658], [-0.854, -0.893, 3.209], [2.256, -2.969, 1.648], [3.028, -0.826, -0.454], [3.498, -0.970, -2.920], [1.743, -1.983, -4.396], [-0.340, -2.806, -3.382]], "charge": 1, "fmax_ev_per_a": 1.0, "de_lowest_ev": 0.000, "e_tot_ev": -19651.2964, "smiles": "CCCCOc1[nH]nc[n+]1-c1ccccn1", "orbital_gap_ev": 10.74, "e_homo_ev": -13.73}

2.
{"formula": "C11H15N5O", "method": "ωB97M-V/def2-TZVPD", "species": ["C", "C", "O", "C", "N", "C", "C", "N", "N", "C", "N", "C", "C", "C", "C", "C", "N", "H", "H", "H", "H", "H", "H", "H", "H", "H", "H", "H", "H", "H", "H", "H"], "coordinates": [[3.316, -2.606, 4.136], [2.041, -1.782, 4.112], [1.829, -1.362, 2.752], [0.791, -0.506, 2.547], [-0.122, -0.219, 3.486], [-1.183, 0.476, 3.053], [-2.336, 0.586, 3.883], [-3.337, 0.748, 4.484], [-1.243, 1.063, 1.897], [-0.221, 0.863, 1.076], [-0.329, 1.364, -0.203], [0.857, 1.437, -1.130], [0.546, 2.478, -2.257], [-0.738, 2.183, -3.084], [-1.778, 1.433, -2.247], [-1.662, 1.696, -0.754], [0.772, 0.058, 1.319], [3.188, -3.544, 3.611], [4.141, -2.041, 3.701], [3.602, -2.880, 5.158], [2.116, -0.891, 4.718], [1.174, -2.412, 4.461], [1.057, 0.480, -1.572], [1.728, 1.778, -0.598], [0.445, 3.455, -1.794], [1.387, 2.519, -2.946], [-1.095, 3.134, -3.517], [-0.467, 1.541, -3.927], [-1.726, 0.367, -2.400], [-2.772, 1.716, -2.600], [-2.429, 1.093, -0.268], [-1.839, 2.742, -0.530]], "charge": 0, "fmax_ev_per_a": 4.6, "e_tot_ev": -21148.0991, "smiles": "CCOc1nc(C#N)nc(N2CCCCC2)n1", "orbital_gap_ev": 8.83, "e_homo_ev": -8.98}

3.
{"formula": "C11H15N5O2PbS", "method": "ωB97M-V/def2-TZVPD", "species": ["Pb", "C", "C", "N", "N", "C", "N", "S", "C", "C", "C", "C", "C", "N", "H", "H", "H", "H", "H", "H", "H", "H", "H", "N", "C", "C", "C", "O", "O", "H", "H", "H", "H", "H", "H"], "coordinates": [[-0.297, 0.226, 0.311], [4.264, 0.731, -1.291], [2.789, 0.653, -1.061], [2.307, 0.406, 0.103], [2.942, 0.056, 1.157], [2.537, 0.034, 2.428], [3.462, -0.089, 3.353], [0.873, 0.052, 2.856], [1.836, 0.892, -2.173], [2.287, 1.316, -3.406], [1.366, 1.551, -4.425], [0.022, 1.360, -4.176], [-0.359, 0.943, -2.907], [0.527, 0.709, -1.941], [4.797, 0.422, -0.397], [4.563, 1.751, -1.540], [4.541, 0.081, -2.122], [4.443, -0.129, 3.110], [3.206, -0.148, 4.328], [3.340, 1.478, -3.585], [1.706, 1.890, -5.395], [-0.727, 1.535, -4.935], [-1.404, 0.813, -2.652], [-1.869, -1.661, 0.083], [-3.219, -1.260, -0.400], [-3.822, -0.119, 0.412], [-3.325, 1.225, -0.078], [-4.065, 2.087, -0.429], [-1.984, 1.384, -0.128], [-1.486, -2.379, -0.529], [-1.947, -2.081, 1.008], [-3.881, -2.125, -0.353], [-3.134, -0.981, -1.450], [-3.561, -0.200, 1.473], [-4.904, -0.121, 0.321]], "charge": 2, "fmax_ev_per_a": 1.2, "e_tot_ev": -39261.7570, "orbital_gap_ev": [5.80, 5.65], "e_homo_ev": [-15.66, -15.33]}

4.
{"formula": "C11H15N5O5", "method": "ωB97M-V/def2-TZVPD", "species": ["O", "N", "O", "C", "C", "N", "C", "N", "O", "N", "O", "C", "C", "H", "H", "C", "O", "C", "C", "C", "C", "C", "N", "H", "H", "H", "H", "H", "H", "H", "H", "H", "H", "H", "H", "H"], "coordinates": [[2.517, -2.511, 0.719], [2.489, -2.526, -0.530], [3.519, -2.721, -1.219], [1.238, -2.317, -1.205], [1.247, -2.004, -2.602], [0.196, -1.527, -3.268], [-0.958, -1.467, -2.611], [-2.151, -1.022, -3.106], [-3.079, -1.263, -2.066], [-2.396, -1.767, -0.913], [-2.992, -2.023, 0.112], [-1.059, -1.883, -1.239], [0.034, -2.266, -0.486], [2.186, -2.118, -3.160], [-0.057, -2.553, 0.559], [-1.651, 2.167, -1.809], [-1.062, 1.474, -0.718], [-0.973, 2.255, 0.474], [-0.426, 1.290, 1.518], [0.184, 1.765, 2.854], [1.410, 0.848, 3.062], [1.700, 0.206, 1.677], [0.596, 0.558, 0.875], [-1.875, 1.419, -2.576], [-2.584, 2.681, -1.506], [-0.959, 2.923, -2.227], [-0.268, 3.099, 0.346], [-1.972, 2.622, 0.768], [-1.288, 0.657, 1.807], [0.474, 2.817, 2.770], [-0.535, 1.650, 3.671], [2.286, 1.403, 3.398], [1.163, 0.050, 3.776], [2.668, 0.566, 1.278], [1.794, -0.891, 1.701], [0.586, 0.409, -0.126]], "charge": 0, "fmax_ev_per_a": 3.2, "e_tot_ev": -29329.0856, "smiles": "O=[N+]([O-])c1cnc2no[n+]([O-])c2c1.COC[C@@H]1CCCN1", "orbital_gap_ev": 5.69, "e_homo_ev": -7.97}

5.
{"formula": "C11H15NO", "method": "ωB97M-V/def2-TZVPD", "species": ["C", "C", "C", "C", "C", "O", "C", "C", "C", "N", "C", "C", "C", "H", "H", "H", "H", "H", "H", "H", "H", "H", "H", "H", "H", "H", "H", "H"], "coordinates": [[3.403, -0.398, -1.463], [2.548, -0.179, -0.282], [3.041, 0.874, 0.605], [1.581, -1.023, 0.077], [0.662, -0.968, 1.244], [-0.707, -1.400, 0.873], [-1.605, -0.538, 0.433], [-1.634, 0.800, 0.315], [-0.710, 1.682, 0.796], [-0.058, 2.479, 1.267], [-2.902, 1.220, -0.427], [-3.838, 0.006, -0.265], [-2.774, -1.151, -0.293], [3.093, -1.165, -2.188], [4.451, -0.719, -1.339], [3.454, 0.541, -1.902], [2.786, 0.576, 1.561], [4.108, 0.909, 0.482], [2.612, 1.938, 0.448], [1.491, -2.029, -0.562], [0.982, -1.599, 2.057], [0.603, 0.026, 1.665], [-2.809, 1.576, -1.474], [-3.523, 2.109, -0.161], [-4.407, -0.100, -1.183], [-4.325, -0.053, 0.730], [-2.363, -1.294, -1.239], [-3.158, -2.121, 0.224]], "charge": 0, "fmax_ev_per_a": 3.9, "de_lowest_ev": 2.840, "e_tot_ev": -15185.0817, "smiles": "CC(C)=CCOC1=C(C#N)CCC1", "orbital_gap_ev": 9.61, "e_homo_ev": -8.73}

6.
{"formula": "C11H15NO", "method": "ωB97M-V/def2-TZVPD", "species": ["C", "C", "C", "N", "C", "C", "C", "C", "C", "C", "H", "H", "H", "H", "H", "H", "H", "H", "H", "C", "C", "O", "H", "H", "H", "H", "H", "H"], "coordinates": [[-0.947, 2.065, -0.513], [-0.114, 1.281, 0.391], [1.284, 1.164, 0.367], [1.733, 0.101, 1.130], [0.683, -0.285, 1.920], [0.421, -1.274, 2.849], [-0.869, -1.499, 3.274], [-1.998, -0.652, 2.834], [-1.806, 0.387, 1.950], [-0.591, 0.455, 1.389], [-0.493, 2.542, -1.345], [-1.613, 2.887, -0.079], [-1.579, 1.298, -0.919], [2.117, 1.758, -0.126], [2.764, -0.118, 1.294], [1.215, -2.045, 3.118], [-1.270, -2.224, 3.990], [-2.939, -0.937, 3.206], [-2.752, 1.059, 1.737], [1.408, -0.296, -3.234], [0.469, -1.033, -2.382], [-0.682, -1.257, -3.194], [0.904, 0.753, -3.264], [1.742, -0.717, -4.154], [2.310, 0.019, -2.546], [0.713, -2.086, -2.158], [0.352, -0.501, -1.398], [-0.464, -0.847, -4.137]], "charge": 0, "fmax_ev_per_a": 5.7, "de_lowest_ev": 2.760, "e_tot_ev": -15185.1615, "smiles": "Cc1c[nH]c2ccccc12.CCO", "orbital_gap_ev": 8.42, "e_homo_ev": -7.66}

7.
{"formula": "C11H15NO", "method": "ωB97M-V/def2-TZVPD", "species": ["C", "C", "C", "C", "C", "C", "C", "C", "C", "C", "C", "N", "O", "H", "H", "H", "H", "H", "H", "H", "H", "H", "H", "H", "H", "H", "H", "H"], "coordinates": [[-0.421, 0.094, 4.615], [0.843, -1.202, 1.607], [0.075, -0.989, 5.094], [1.016, -0.123, -2.544], [0.009, 0.291, -1.754], [1.146, -1.028, 0.097], [0.196, 0.145, -0.352], [-0.301, 0.663, 0.793], [0.923, -0.056, -4.035], [-1.285, 0.795, -2.293], [-1.418, 1.613, 1.019], [0.103, -0.114, 1.889], [1.258, -1.991, 2.453], [0.780, -1.487, 4.460], [0.054, -1.300, 6.141], [1.999, -0.509, -2.306], [2.075, -0.752, -0.220], [0.795, -1.973, -0.264], [1.345, 0.834, -4.699], [1.431, -1.042, -4.339], [-0.089, -0.235, -4.330], [-1.755, -0.083, -2.900], [-2.005, 0.982, -1.400], [-1.303, 1.582, -2.899], [-1.272, 2.553, 0.338], [-1.266, 1.902, 1.987], [-2.542, 1.272, 1.021], [-0.392, 0.157, 2.822]], "charge": 0, "fmax_ev_per_a": 6.1, "de_lowest_ev": 3.199, "e_tot_ev": -15178.4157, "orbital_gap_ev": [3.91, 3.61], "e_homo_ev": [-4.68, -7.17], "multiplicity": 3}

8.
{"formula": "C11H15NO2S", "method": "ωB97M-V/def2-TZVPD", "species": ["C", "C", "C", "C", "C", "C", "C", "C", "C", "C", "C", "N", "O", "O", "S", "H", "H", "H", "H", "H", "H", "H", "H", "H", "H", "H", "H", "H", "H", "H"], "coordinates": [[-0.425, -1.362, -0.216], [-0.910, -0.213, 0.216], [-0.007, 0.943, 0.246], [1.503, 0.836, 0.193], [1.522, -0.723, -1.962], [-3.223, 2.735, 2.426], [0.986, -1.516, -0.778], [-1.001, 3.074, 0.648], [1.987, -0.430, -0.586], [3.510, -0.767, -0.267], [-3.112, -0.895, 1.036], [-0.532, 2.106, 0.180], [-1.257, 3.923, 3.573], [-2.143, 0.097, 0.764], [-1.666, 2.705, 2.853], [-0.972, -2.311, -0.106], [1.993, 1.681, -0.282], [1.841, 0.826, 1.146], [2.422, -1.163, -2.531], [0.946, -0.022, -2.548], [-3.876, 3.712, 2.751], [-3.566, 1.853, 2.022], [1.416, -2.409, -0.659], [-1.442, 3.921, 0.150], [3.665, -1.341, 0.658], [4.200, 0.140, -0.249], [3.725, -1.349, -1.069], [-3.826, -0.339, 1.618], [-2.846, -1.715, 1.615], [-3.547, -1.438, 0.168]], "charge": 0, "fmax_ev_per_a": 4.8, "de_lowest_ev": 6.642, "e_tot_ev": -28063.3213, "orbital_gap_ev": [7.10, 7.11], "e_homo_ev": [-7.11, -7.11]}

9.
{"formula": "C11H15NOS", "method": "ωB97M-V/def2-TZVPD", "species": ["C", "C", "C", "C", "C", "C", "C", "C", "C", "C", "C", "N", "O", "S", "H", "H", "H", "H", "H", "H", "H", "H", "H", "H", "H", "H", "H", "H", "H"], "coordinates": [[-2.584, -1.465, 0.022], [1.114, -1.229, 1.323], [0.636, -1.670, -0.119], [-0.866, 0.142, 1.646], [-0.074, 2.050, -0.242], [0.657, 0.256, 1.465], [-1.379, -0.047, 0.221], [-0.192, -0.463, -0.597], [0.696, 0.746, 0.004], [-0.521, -0.503, -2.126], [2.109, 0.762, -0.646], [-3.309, -2.354, 0.061], [-2.754, 2.205, 0.444], [-1.891, 1.571, -0.551], [0.642, -1.715, 2.222], [2.276, -1.257, 1.329], [1.497, -1.994, -0.733], [-0.020, -2.524, -0.164], [-1.080, -0.692, 2.206], [-1.244, 1.161, 2.113], [-0.212, 2.728, 0.709], [0.225, 2.714, -1.023], [1.058, 0.971, 2.188], [0.368, -1.000, -2.604], [-0.643, 0.525, -2.500], [-1.526, -1.087, -2.213], [1.896, 0.972, -1.743], [2.438, -0.327, -0.509], [2.685, 1.523, -0.184]], "charge": 0, "fmax_ev_per_a": 6.3, "de_lowest_ev": 1.678, "e_tot_ev": -26014.9633, "orbital_gap_ev": [5.37, 7.51], "e_homo_ev": [-4.86, -10.59], "multiplicity": 3}